# 1
{"formula": "C22H40LiO18", "method": "ωB97M-V with the def2-TZVPD basis set", "lumo_energy_ev": -1.8, "total_charge": 1, "e_above_lowest_kj_mol": 0.0, "species": ["Li", "C", "C", "O", "C", "O", "O", "H", "H", "H", "H", "C", "C", "O", "C", "O", "O", "H", "H", "H", "H", "C", "C", "O", "C", "O", "O", "C", "H", "H", "H", "H", "H", "H", "H", "H", "C", "C", "O", "C", "O", "O", "C", "H", "H", "H", "H", "H", "H", "H", "H", "C", "C", "O", "C", "O", "O", "C", "H", "H", "H", "H", "H", "H", "H", "H", "C", "C", "O", "C", "O", "O", "C", "H", "H", "H", "H", "H", "H", "H", "H"], "xyz": [[12.918, -15.925, -7.059], [9.789, -15.483, -2.661], [11.078, -14.675, -2.432], [11.703, -14.660, -3.720], [10.942, -15.295, -4.620], [11.212, -15.403, -5.776], [9.826, -15.783, -4.071], [8.896, -14.885, -2.496], [9.759, -16.413, -2.104], [11.742, -15.181, -1.735], [10.934, -13.645, -2.121], [17.832, -16.665, -9.580], [16.891, -16.941, -10.769], [15.575, -16.815, -10.196], [15.660, -16.450, -8.905], [14.732, -16.289, -8.182], [16.937, -16.309, -8.512], [18.495, -15.829, -9.774], [18.386, -17.555, -9.292], [16.977, -17.938, -11.194], [17.012, -16.218, -11.575], [17.721, -16.101, -4.712], [16.283, -16.266, -5.128], [16.040, -17.662, -5.344], [14.788, -18.024, -5.526], [13.861, -17.282, -5.742], [14.723, -19.353, -5.484], [13.415, -19.907, -5.619], [18.406, -16.160, -5.561], [18.060, -16.907, -4.051], [17.884, -15.183, -4.152], [16.083, -15.718, -6.045], [15.604, -15.919, -4.351], [12.829, -19.693, -4.728], [13.553, -20.982, -5.703], [12.918, -19.538, -6.513], [12.234, -11.691, -7.151], [13.696, -11.776, -7.536], [14.556, -11.916, -6.401], [14.625, -13.154, -5.895], [14.027, -14.096, -6.342], [15.385, -13.230, -4.814], [16.431, -12.261, -4.594], [12.097, -11.240, -6.165], [11.807, -12.693, -7.072], [11.677, -11.094, -7.870], [14.058, -10.884, -8.045], [13.832, -12.610, -8.227], [16.105, -11.270, -4.887], [17.311, -12.540, -5.173], [16.644, -12.320, -3.533], [9.461, -18.850, -5.722], [9.036, -18.122, -6.967], [9.640, -18.637, -8.179], [10.863, -18.216, -8.471], [11.583, -17.570, -7.745], [11.168, -18.606, -9.695], [12.491, -18.246, -10.129], [8.861, -18.475, -4.889], [10.516, -18.708, -5.508], [9.263, -19.925, -5.750], [9.261, -17.060, -6.878], [7.972, -18.239, -7.160], [12.484, -18.400, -11.204], [13.230, -18.864, -9.627], [12.682, -17.194, -9.930], [7.988, -14.083, -8.310], [9.440, -14.455, -8.171], [10.034, -14.336, -9.492], [11.333, -14.515, -9.588], [12.099, -14.835, -8.707], [11.696, -14.314, -10.851], [13.109, -14.210, -11.065], [7.884, -13.021, -8.529], [7.517, -14.222, -7.330], [7.469, -14.713, -9.024], [9.543, -15.492, -7.861], [10.000, -13.817, -7.493], [13.560, -15.204, -11.042], [13.568, -13.617, -10.276], [13.236, -13.746, -12.034]], "atomic_forces_ev_per_a": [[-0.018, 0.047, 0.052], [-0.086, 0.533, -0.358], [0.159, -0.369, 0.057], [0.032, -0.027, -0.114], [0.138, 0.106, 0.297], [0.198, -0.100, -0.402], [-0.038, -0.097, 0.214], [-0.036, -0.153, 0.197], [-0.055, -0.036, 0.025], [0.063, 0.100, -0.003], [-0.185, 0.002, 0.050], [-0.344, -0.165, -0.247], [-0.013, 0.069, 0.058], [0.092, 0.083, -0.030], [0.505, -0.181, -0.132], [-0.478, 0.106, 0.015], [0.061, -0.031, -0.234], [0.112, -0.016, 0.098], [0.098, 0.082, 0.109], [0.069, -0.048, 0.141], [-0.157, 0.080, 0.085], [0.680, -0.612, 0.197], [0.034, 0.455, 0.139], [0.277, -0.392, 0.114], [0.160, -0.173, -0.442], [-0.479, 0.123, 0.304], [0.100, 0.190, 0.038], [-0.128, -0.323, -0.066], [-0.124, 0.272, -0.056], [-0.361, 0.022, 0.051], [-0.081, 0.203, -0.239], [-0.212, -0.021, 0.027], [-0.069, 0.047, -0.056], [-0.101, 0.099, -0.047], [0.083, 0.032, 0.036], [-0.042, 0.168, 0.052], [-0.144, -0.175, 0.459], [-0.240, 0.174, -0.653], [0.271, -0.369, 0.126], [-0.306, 0.421, -0.181], [-0.105, -0.301, 0.099], [0.288, -0.237, 0.003], [-0.191, -0.033, -0.065], [0.177, 0.217, -0.118], [0.028, 0.066, -0.161], [-0.051, -0.073, -0.096], [-0.091, 0.135, 0.198], [0.180, -0.089, 0.192], [0.004, 0.089, 0.157], [-0.019, -0.054, 0.015], [0.069, 0.105, 0.022], [-0.191, -0.405, 0.360], [-0.080, -0.009, -0.161], [0.087, 0.075, -0.015], [-0.241, 0.035, 0.181], [0.113, 0.116, 0.191], [0.179, -0.088, -0.168], [-0.290, 0.243, -0.229], [0.188, 0.146, -0.005], [0.096, 0.171, 0.036], [-0.009, 0.065, -0.321], [0.081, -0.112, 0.031], [0.002, -0.019, 0.070], [0.105, -0.211, 0.041], [0.081, -0.027, -0.029], [0.055, -0.021, 0.165], [0.102, 0.305, 0.870], [0.031, -0.362, -0.534], [-0.135, 0.149, 0.053], [0.000, -0.246, -0.319], [0.049, 0.104, 0.395], [0.036, 0.344, -0.037], [0.031, -0.369, 0.223], [-0.100, -0.077, -0.352], [-0.005, -0.093, -0.114], [0.001, 0.079, -0.203], [0.191, 0.126, 0.083], [-0.097, -0.017, 0.114], [0.025, 0.043, -0.091], [-0.008, 0.087, -0.087], [-0.018, 0.016, -0.072]]}

=====

# 2
{"formula": "C2H5N3OS", "method": "ωB97M-V with the def2-TZVPD basis set", "lumo_energy_ev": -0.3, "e_above_lowest_kj_mol": 365.4, "species": ["C", "C", "H", "H", "H", "H", "H", "N", "N", "N", "O", "S"], "xyz": [[0.324, 0.475, -0.140], [-1.975, 0.481, 0.017], [0.881, -2.048, -0.715], [0.346, -1.610, 0.895], [2.349, 0.143, -0.026], [1.377, 1.948, 0.004], [-1.897, 1.529, 0.503], [1.146, -1.712, 0.157], [1.426, -0.299, -0.330], [0.315, 1.767, -0.010], [-0.881, -0.284, -0.243], [-3.410, -0.391, -0.112]], "atomic_forces_ev_per_a": [[-0.626, 2.323, -0.542], [-3.075, -1.563, 1.027], [-1.322, -1.631, -1.145], [1.862, -0.719, -2.265], [-1.935, -1.205, -0.321], [-2.056, 0.478, 0.118], [0.342, -1.911, -1.293], [0.872, 3.080, 2.456], [0.483, -1.650, 1.617], [2.107, -1.988, -0.125], [1.524, 2.880, 0.359], [1.823, 1.907, 0.113]]}

=====

# 3
{"formula": "C5H28O10", "method": "ωB97M-V with the def2-TZVPD basis set", "lumo_energy_ev": -0.2, "e_above_lowest_kj_mol": 449.2, "species": ["C", "C", "C", "C", "C", "H", "H", "H", "H", "H", "H", "H", "H", "H", "H", "O", "H", "H", "O", "H", "H", "O", "H", "H", "O", "H", "H", "O", "H", "H", "O", "H", "H", "O", "H", "H", "O", "H", "H", "O", "H", "H", "O"], "xyz": [[-2.138, 2.740, -2.316], [-1.384, 2.049, -1.193], [-2.156, 1.737, -0.174], [0.602, 1.124, -2.393], [0.039, 1.956, -1.450], [-1.331, 3.043, -3.018], [-2.365, 3.729, -1.827], [-2.935, 2.094, -2.671], [-3.185, 1.656, -0.068], [-1.791, 1.356, 0.692], [-0.115, 0.741, -3.018], [1.593, 0.784, -2.861], [0.705, 2.776, -1.071], [-0.266, -2.944, -2.548], [-0.745, -2.325, -1.240], [0.076, -2.663, -1.685], [0.014, -4.289, 0.697], [-1.201, -4.166, -0.231], [-0.939, -4.531, 0.644], [0.695, -1.938, 0.699], [1.113, -0.622, 0.889], [1.522, -1.553, 0.935], [1.463, -1.650, -2.776], [2.862, -1.376, -2.086], [2.364, -1.407, -3.025], [0.590, 0.799, 2.200], [-0.715, 0.407, 1.410], [0.322, 0.658, 1.340], [-1.272, -0.664, 0.095], [-2.435, -1.757, 0.402], [-1.669, -1.539, -0.165], [3.981, 1.043, 1.537], [4.199, -0.371, 1.461], [4.699, 0.417, 1.223], [-2.481, -1.389, 2.700], [-0.978, -1.131, 2.955], [-1.679, -0.925, 2.224], [1.280, -0.998, 4.229], [1.225, -1.531, 2.901], [0.651, -1.320, 3.642], [0.542, 3.256, 1.064], [1.036, 4.583, 0.671], [0.207, 4.138, 1.205]], "atomic_forces_ev_per_a": [[1.928, 1.602, 0.441], [-1.959, 0.544, -1.152], [1.391, -0.585, -0.396], [0.422, 1.427, 0.977], [4.129, -0.297, -0.880], [-1.166, -0.544, -0.474], [-0.862, -0.952, -0.863], [-0.183, 0.640, -0.338], [-2.035, 0.805, -0.903], [1.454, -0.900, 2.423], [-2.067, -1.873, -1.155], [-0.932, 1.504, 1.654], [-0.609, -1.073, 0.432], [0.316, -0.109, 0.174], [0.736, 0.096, -0.124], [-0.902, -0.191, -0.506], [-0.994, -0.320, -0.110], [0.402, -0.416, 0.865], [0.659, 0.624, -0.697], [-0.913, -1.668, -0.503], [1.347, -0.698, 0.260], [0.111, 1.642, 0.243], [0.041, -0.099, 0.377], [-1.838, -0.184, -3.211], [1.924, 0.250, 2.961], [0.740, 0.368, 3.206], [3.491, 0.833, 0.430], [-4.068, -0.270, -2.995], [-1.216, -1.529, -0.498], [1.056, 0.549, -0.288], [-0.162, 0.751, -0.428], [1.610, -0.339, -0.765], [0.431, -0.836, -0.309], [-2.091, 1.130, 1.011], [1.956, 1.541, -1.612], [-0.929, 0.633, -1.703], [-1.206, -1.927, 4.437], [1.323, 1.007, 2.328], [-0.098, -0.490, -1.270], [-1.212, -0.612, -1.085], [-0.462, -1.211, 0.245], [-3.247, -0.885, 2.065], [3.684, 2.059, -2.264]]}

=====

# 4
{"formula": "C6H12NO", "method": "ωB97M-V with the def2-TZVPD basis set", "lumo_energy_ev": 3.4, "total_charge": -1, "e_above_lowest_kj_mol": 99.1, "species": ["C", "O", "C", "C", "C", "C", "N", "C", "H", "H", "H", "H", "H", "H", "H", "H", "H", "H", "H", "H"], "xyz": [[2.396, 1.632, 1.105], [2.815, 0.528, 1.795], [1.319, 1.234, 0.008], [-0.141, 1.347, 0.501], [-0.870, 0.030, 0.330], [-1.432, -0.450, -0.772], [-2.246, -1.619, -0.769], [-1.969, -2.530, -1.913], [3.242, 2.049, 0.499], [2.052, 2.371, 1.852], [1.565, 1.788, -0.910], [1.539, 0.185, -0.176], [-0.700, 2.082, -0.090], [-0.187, 1.636, 1.548], [-0.851, -0.537, 1.262], [-1.452, 0.076, -1.720], [-2.058, -2.186, 0.049], [-2.770, -3.267, -1.970], [-1.975, -1.972, -2.847], [-1.029, -3.051, -1.729]], "atomic_forces_ev_per_a": [[0.736, -2.055, -0.116], [-0.246, 0.178, -0.038], [0.633, 0.689, 1.124], [-0.243, -0.423, -1.416], [0.419, 0.540, 0.584], [-0.570, -0.210, 0.741], [0.260, -0.734, -1.070], [-0.479, 0.324, 0.880], [-0.064, 0.525, 0.147], [-0.480, 0.722, -0.521], [-0.614, 0.090, -0.012], [0.148, -0.024, -0.039], [0.139, 0.245, 0.174], [0.159, 0.064, 0.072], [-0.275, -0.400, -0.305], [0.092, 0.139, 0.035], [-0.100, 0.413, 0.316], [-0.005, -0.061, -0.026], [0.249, 0.009, -0.003], [0.240, -0.032, -0.527]]}

=====

Please write out number 2 again, unchanged.
{"formula": "C2H5N3OS", "method": "ωB97M-V with the def2-TZVPD basis set", "lumo_energy_ev": -0.3, "e_above_lowest_kj_mol": 365.4, "species": ["C", "C", "H", "H", "H", "H", "H", "N", "N", "N", "O", "S"], "xyz": [[0.324, 0.475, -0.140], [-1.975, 0.481, 0.017], [0.881, -2.048, -0.715], [0.346, -1.610, 0.895], [2.349, 0.143, -0.026], [1.377, 1.948, 0.004], [-1.897, 1.529, 0.503], [1.146, -1.712, 0.157], [1.426, -0.299, -0.330], [0.315, 1.767, -0.010], [-0.881, -0.284, -0.243], [-3.410, -0.391, -0.112]], "atomic_forces_ev_per_a": [[-0.626, 2.323, -0.542], [-3.075, -1.563, 1.027], [-1.322, -1.631, -1.145], [1.862, -0.719, -2.265], [-1.935, -1.205, -0.321], [-2.056, 0.478, 0.118], [0.342, -1.911, -1.293], [0.872, 3.080, 2.456], [0.483, -1.650, 1.617], [2.107, -1.988, -0.125], [1.524, 2.880, 0.359], [1.823, 1.907, 0.113]]}